Entry 1:
{
  "formula": "C4H8Cl3GeIrO5S2",
  "method": "ωB97M-V/def2-TZVPD",
  "spin_multiplicity": 2,
  "homo_energy_ha": [-0.4897, -0.4928],
  "orbital_gap_ev": [7.6, 6.1],
  "total_charge": 1,
  "s2": 0.7556,
  "e_lumo_ev": [-5.75, -7.27],
  "molar_mass_da": 571.42,
  "species": ["Ir", "O", "S", "O", "O", "O", "O", "S", "C", "C", "C", "C", "H", "H", "H", "H", "H", "H", "H", "H", "Cl", "Ge", "Cl", "Cl"],
  "positions_angstrom": [[0.74964, 0.39889, 0.22535], [1.18563, -2.90106, 0.48325], [2.22753, -1.80020, 0.41802], [3.53811, -2.29698, 0.50940], [1.81098, -0.76598, 1.49311], [1.90488, -0.93879, -0.78792], [-0.82785, -0.99999, 0.29167], [-0.73241, -2.21519, 1.17308], [-1.59529, -3.57373, 0.37662], [-2.68993, -3.98167, 1.36146], [-3.16092, -2.70663, 2.06587], [-1.89941, -1.99828, 2.56078], [-0.85970, -4.33580, 0.13126], [-1.98114, -3.12505, -0.54203], [-2.28849, -4.68692, 2.09105], [-3.49898, -4.48153, 0.83266], [-3.81354, -2.92574, 2.91001], [-3.70160, -2.05842, 1.37463], [-1.45551, -2.48369, 3.43060], [-1.96772, -0.92430, 2.72788], [-0.31548, 3.95864, -1.45670], [0.07768, 2.76164, 0.22896], [-0.16961, 3.93497, 1.96643], [2.34735, 2.10461, 0.04533]]
}


Entry 2:
{
  "formula": "C4H8ClFN2",
  "method": "ωB97M-V/def2-TZVPD",
  "spin_multiplicity": 3,
  "homo_energy_ha": [-0.1551, -0.3375],
  "orbital_gap_ev": [5.1, 5.9],
  "total_charge": 0,
  "s2": 2.0056,
  "e_lumo_ev": [0.89, -3.28],
  "molar_mass_da": 138.57,
  "species": ["C", "C", "C", "C", "N", "N", "F", "Cl", "H", "H", "H", "H", "H", "H", "H", "H"],
  "positions_angstrom": [[-0.20500, -1.90475, -0.42327], [-0.97447, -0.10625, -0.60680], [0.91256, -0.07018, 0.76452], [-0.23151, 2.03335, 0.06801], [0.68450, -1.46108, 0.67830], [-0.15620, 0.61283, 0.20365], [-2.27458, -0.08312, -0.09183], [2.54517, 0.31829, -0.33094], [-1.18620, -2.51604, -0.18015], [0.19322, -2.28988, -1.37977], [-1.12710, 0.15359, -1.56227], [1.32784, 0.23472, 1.70153], [-1.04233, 2.28027, -0.54410], [-0.48448, 2.44745, 0.99909], [0.66802, 2.47737, -0.21828], [1.35058, -2.12659, 0.92230]]
}


Entry 3:
{
  "formula": "C4H8ClN",
  "method": "ωB97M-V/def2-TZVPD",
  "spin_multiplicity": 1,
  "homo_energy_ha": -0.3310,
  "orbital_gap_ev": 10.0,
  "total_charge": 0,
  "e_lumo_ev": 0.97,
  "molar_mass_da": 105.57,
  "smiles": "C=C(Cl)[C@@H](C)N",
  "species": ["C", "C", "C", "C", "H", "H", "H", "H", "H", "H", "H", "H", "N", "Cl"],
  "positions_angstrom": [[-1.23652, -0.57772, -1.09433], [-0.42209, 0.01216, 0.13441], [1.07272, 0.16699, 0.01990], [1.83228, 1.20777, -0.06283], [-1.26239, -1.66424, -1.18748], [-2.32913, -0.32807, -0.87737], [-0.81180, -0.05062, -1.89193], [-0.80534, 1.06768, 0.26527], [-0.00504, -0.25433, 2.10230], [-1.54478, -0.71501, 1.64350], [1.52282, 2.23884, 0.07514], [2.76968, 0.89101, -0.42281], [-0.62737, -0.63356, 1.33621], [1.84696, -1.36089, -0.03998]]
}


Entry 4:
{
  "formula": "C4H8ClN3",
  "method": "ωB97M-V/def2-TZVPD",
  "spin_multiplicity": 1,
  "homo_energy_ha": -0.3380,
  "orbital_gap_ev": 10.0,
  "total_charge": 0,
  "e_lumo_ev": 0.83,
  "molar_mass_da": 133.58,
  "smiles": "[H]/N=C\\NN1C[C@@H]1CCl",
  "species": ["C", "C", "C", "C", "H", "H", "H", "H", "H", "H", "H", "H", "N", "N", "N", "Cl"],
  "positions_angstrom": [[0.29269, 0.21441, -1.38934], [1.00164, -0.84061, -0.34703], [1.11602, -0.21945, 1.06938], [-1.74874, -0.21406, 1.72169], [-0.26501, -0.19658, -2.10819], [-0.46739, 0.83616, -0.79736], [1.66225, -1.56348, -0.49534], [2.02205, -0.14930, 1.67698], [0.50234, 0.64273, 1.32906], [-1.79523, -1.13866, 0.05634], [-1.35607, 0.26752, 2.72003], [-3.61323, -0.36257, 0.95634], [0.16632, -1.38227, 0.87576], [-1.08380, -0.53251, 0.56925], [-3.02265, -0.02561, 1.76046], [1.58362, 1.27089, -1.88849]]
}


Entry 5:
{
  "formula": "C4H8ClN3",
  "method": "ωB97M-V/def2-TZVPD",
  "spin_multiplicity": 1,
  "homo_energy_ha": [-0.2789, -0.2789],
  "orbital_gap_ev": [8.2, 8.2],
  "total_charge": 0,
  "e_lumo_ev": [0.62, 0.62],
  "molar_mass_da": 133.58,
  "species": ["C", "C", "C", "C", "N", "N", "N", "Cl", "H", "H", "H", "H", "H", "H", "H", "H"],
  "positions_angstrom": [[1.36518, 0.54487, 0.58466], [1.12403, -0.79173, 0.62678], [-0.10435, 2.35191, -0.34515], [-0.62451, -2.30187, -0.36520], [0.38760, 1.05446, -0.28357], [0.10834, -1.09008, -0.18591], [-0.50928, 0.01092, -0.61699], [-2.16157, 0.04256, 0.88159], [2.13126, 1.22484, 1.10016], [1.65241, -1.59287, 1.18280], [-1.12228, 2.29149, -0.57164], [0.13792, 2.97123, 0.44280], [0.16845, 2.87528, -1.24121], [-0.93994, -2.71168, 0.54749], [-1.58703, -1.89921, -0.88588], [-0.02622, -2.98011, -0.87071]]
}


Entry 6:
{
  "formula": "C4H8ClN4",
  "method": "ωB97M-V/def2-TZVPD",
  "spin_multiplicity": 1,
  "homo_energy_ha": -0.4808,
  "orbital_gap_ev": 9.5,
  "total_charge": 1,
  "e_lumo_ev": -3.53,
  "molar_mass_da": 147.59,
  "smiles": "[H]/N=C(\\Cl)[C@H]1NCNC1=[NH2+]",
  "species": ["C", "C", "C", "C", "N", "N", "N", "N", "Cl", "H", "H", "H", "H", "H", "H", "H", "H"],
  "positions_angstrom": [[-0.32194, -0.07545, 1.03434], [1.74656, -0.52261, -0.81023], [-1.64809, 0.64439, -0.69978], [0.55703, 0.57871, 0.05583], [1.40594, -0.77436, -1.95997], [-0.31616, 1.17136, -0.89081], [-1.55495, -0.01867, 0.59119], [0.07638, -0.57278, 2.18274], [3.04028, -1.00340, 0.18985], [-2.37008, 1.47069, -0.65553], [-1.97252, -0.06994, -1.47020], [1.26453, 1.28695, 0.49227], [1.95893, -1.38174, -2.55877], [0.02405, 1.12930, -1.84393], [-2.38045, -0.32251, 1.08319], [1.06078, -0.57563, 2.40865], [-0.57029, -0.96432, 2.85118]]
}


Entry 7:
{
  "formula": "C4H8ClNO2",
  "method": "ωB97M-V/def2-TZVPD",
  "spin_multiplicity": 1,
  "homo_energy_ha": -0.3740,
  "orbital_gap_ev": 11.0,
  "total_charge": 0,
  "e_lumo_ev": 0.79,
  "molar_mass_da": 137.57,
  "smiles": "CC(C)(Cl)OC(N)=O",
  "species": ["C", "C", "C", "C", "N", "O", "O", "Cl", "H", "H", "H", "H", "H", "H", "H", "H"],
  "positions_angstrom": [[-0.42447, -0.10557, 1.45101], [-0.33039, 1.14220, -1.27458], [1.66185, -0.45531, -0.60522], [0.18913, -0.23603, -0.97966], [-1.44564, -0.56006, 2.29629], [0.27813, 0.88675, 1.61368], [-0.64112, -0.74342, 0.35795], [-0.49305, -1.37306, -2.13867], [-1.44977, 1.07574, -1.43973], [-0.23752, 1.79540, -0.45256], [0.12984, 1.50360, -2.24660], [2.09435, 0.51559, -0.44560], [1.76762, -1.15716, 0.23032], [2.32212, -0.84264, -1.41293], [-1.46484, -0.17627, 3.16739], [-1.95626, -1.26977, 1.87889]]
}


Entry 8:
{
  "formula": "C4H8ClNO2",
  "method": "ωB97M-V/def2-TZVPD",
  "spin_multiplicity": 3,
  "homo_energy_ha": [-0.2023, -0.3847],
  "orbital_gap_ev": [5.9, 8.3],
  "total_charge": 0,
  "s2": 2.0088,
  "e_lumo_ev": [0.37, -2.15],
  "molar_mass_da": 137.57,
  "species": ["C", "C", "C", "C", "N", "O", "O", "Cl", "H", "H", "H", "H", "H", "H", "H", "H"],
  "positions_angstrom": [[-0.36459, 1.43016, 0.10698], [-2.05125, -0.42170, -0.13793], [2.19161, -1.08388, 0.31846], [-0.47128, -0.09713, -0.16154], [0.33294, -0.87078, 0.76432], [-0.49671, 2.27116, -0.90463], [-0.08270, 1.83549, 1.24199], [2.82810, 0.44119, -0.25983], [-1.93599, -1.42415, -0.72276], [-2.20787, -0.56875, 0.93913], [-2.60347, 0.38779, -0.61638], [2.69830, -1.17392, 1.23627], [2.34179, -1.92503, -0.45933], [-0.24506, -0.26627, -1.23542], [0.32985, -0.40400, 1.69501], [-0.26366, 1.86981, -1.80435]]
}


Entry 9:
{
  "formula": "C4H8ClNSi",
  "method": "ωB97M-V/def2-TZVPD",
  "spin_multiplicity": 1,
  "homo_energy_ha": [-0.3143, -0.2681],
  "orbital_gap_ev": [7.9, 7.0],
  "total_charge": 0,
  "e_lumo_ev": [-0.68, -0.27],
  "molar_mass_da": 133.65,
  "species": ["C", "C", "C", "C", "N", "Si", "Cl", "H", "H", "H", "H", "H", "H", "H", "H"],
  "positions_angstrom": [[-1.41550, -2.05963, 0.26360], [-1.86811, -0.74434, 0.16361], [0.61134, 0.66286, -1.74372], [1.48742, 0.93650, 1.78062], [1.25895, -0.39795, -1.89398], [-0.73272, 0.57841, -0.42898], [-1.88967, 2.44076, -0.59897], [-1.93763, -2.76292, 0.85408], [-0.32428, -2.19835, 0.28551], [-2.88346, -0.55189, 0.15357], [1.04645, 1.70998, -1.99808], [1.86514, -0.01479, 1.43667], [2.01172, 1.79813, 1.58059], [0.70115, 0.99711, 2.59052], [2.06921, -0.39388, -2.44503]]
}


Entry 10:
{
  "formula": "C4H8ClO2Si",
  "method": "ωB97M-V/def2-TZVPD",
  "spin_multiplicity": 1,
  "homo_energy_ha": -0.1488,
  "orbital_gap_ev": 7.8,
  "total_charge": -1,
  "e_lumo_ev": 3.78,
  "molar_mass_da": 151.65,
  "species": ["C", "C", "C", "C", "O", "O", "Si", "Cl", "H", "H", "H", "H", "H", "H", "H", "H"],
  "positions_angstrom": [[1.17961, 0.72078, 1.26907], [-2.02412, -0.08510, -0.24662], [-1.05932, 1.03897, -0.08043], [0.49144, 0.62497, -0.07484], [1.99173, -0.33132, 1.38281], [1.08558, 1.59594, 2.10752], [1.65469, -1.33240, -0.11029], [1.64827, -1.37012, -2.33057], [-1.65657, -0.93142, -0.91734], [-2.31832, -0.70873, 0.67920], [-3.04985, 0.10539, -0.54415], [-1.16737, 1.61898, 0.86778], [-1.32497, 1.73076, -0.92797], [1.12850, 1.33285, -0.69869], [0.42704, -2.11677, -0.04854], [2.99366, -1.89279, -0.32693]]
}


Entry 11:
{
  "formula": "C4H8ClOP",
  "method": "ωB97M-V/def2-TZVPD",
  "spin_multiplicity": 1,
  "homo_energy_ha": -0.3555,
  "orbital_gap_ev": 10.4,
  "total_charge": 0,
  "e_lumo_ev": 0.76,
  "molar_mass_da": 138.53,
  "smiles": "O[C@@]1(Cl)CCCP1",
  "species": ["C", "C", "C", "C", "O", "P", "Cl", "H", "H", "H", "H", "H", "H", "H", "H"],
  "positions_angstrom": [[0.67713, -0.53435, 0.69979], [0.90530, 0.66055, -0.20507], [-0.89388, -0.70980, 0.85775], [-0.37767, 1.12755, -0.94416], [-0.76787, 2.28178, -0.31462], [-1.64323, -0.23290, -0.82004], [-0.05352, 1.37094, -2.88288], [1.17010, -1.41172, 0.43720], [0.97885, -0.10611, 1.69814], [1.34987, 1.45544, 0.38016], [1.52825, 0.31999, -1.03266], [-1.00007, -1.77334, 0.95867], [-1.41600, -0.35122, 1.79324], [-1.64401, 2.56579, -0.30635], [-0.84629, -1.04004, -1.59078]]
}


Entry 12:
{
  "formula": "C4H8ClOP",
  "method": "ωB97M-V/def2-TZVPD",
  "spin_multiplicity": 1,
  "homo_energy_ha": -0.3247,
  "orbital_gap_ev": 9.3,
  "total_charge": 0,
  "e_lumo_ev": 0.48,
  "molar_mass_da": 138.53,
  "smiles": "C/C(=C/O)P(C)Cl",
  "species": ["C", "C", "C", "C", "O", "P", "Cl", "H", "H", "H", "H", "H", "H", "H", "H"],
  "positions_angstrom": [[1.22058, -0.19137, -0.63349], [0.12287, -0.57572, -0.02204], [0.24665, -1.98089, 0.58647], [-1.11376, 1.90970, 0.64576], [1.59166, 0.90044, -1.32227], [-1.54628, 0.13331, 0.44645], [-2.52731, 0.12177, -1.34800], [2.37469, 0.80939, -1.89158], [1.95500, -0.94785, -0.67309], [0.52060, -2.75837, -0.18159], [1.14508, -1.93247, 1.31468], [-0.71506, -2.22149, 1.06654], [-0.34106, 1.85768, 1.50853], [-0.81174, 2.40768, -0.29119], [-2.12193, 2.46821, 0.79482]]
}